A cluster of 5 separate species, C29H61NO20P4 in total at a distorted geometry. Source: OMol25; level of theory: ωB97M-V with the def2-TZVPD basis set.

Last column: Mulliken charge in e.
Cartesian coordinates (Å):
C (2.37145, -2.12241, 4.51617)  -1.286
C (2.51856, -1.28690, 3.24825)  -0.445
C (2.49404, -2.12248, 1.94932)  -0.649
C (1.32323, -1.76932, 1.02777)  -0.480
C (0.93517, -2.91840, 0.11267)  -0.302
C (0.27511, -4.10515, 0.83069)  -0.481
C (-1.24578, -4.16661, 0.62746)  -0.907
C (-2.07490, -4.42861, 1.90684)  -1.661
C (-2.32037, -3.11048, 2.57393)  0.328
C (-1.43265, -2.55047, 3.40806)  -0.182
C (-1.67410, -1.23213, 4.02511)  0.018
O (-0.96937, -0.79462, 4.91851)  -0.575
C (-2.83051, -0.43725, 3.49951)  0.564
O (-2.90745, 0.85190, 3.95992)  -0.535
C (-3.73724, -0.96720, 2.66828)  -0.215
N (-4.87376, -0.30990, 2.12301)  0.200
C (-5.89662, 0.03008, 3.12960)  -1.027
C (-4.50444, 0.75733, 1.24824)  0.665
C (-4.70936, 2.19343, 1.65207)  -1.268
O (-3.98911, 0.48775, 0.17046)  -0.544
C (-3.60009, -2.41378, 2.26920)  0.726
O (-4.52576, -2.98291, 1.71825)  -0.626
H (3.30536, -2.59116, 4.81367)  0.402
H (2.01243, -1.50124, 5.33064)  0.313
H (1.64612, -2.92548, 4.39747)  0.254
H (1.72473, -0.54312, 3.23994)  0.314
H (3.45924, -0.74600, 3.30452)  0.403
H (3.42429, -1.91759, 1.42511)  0.307
H (2.48745, -3.17234, 2.23407)  0.475
H (0.48971, -1.43729, 1.65020)  -0.052
H (1.62211, -0.90744, 0.43386)  0.428
H (1.85868, -3.28213, -0.33738)  0.394
H (0.30881, -2.58917, -0.70871)  -0.212
H (0.68664, -5.01522, 0.39901)  0.470
H (0.56197, -4.12026, 1.87822)  0.397
H (-1.56148, -3.19235, 0.25141)  0.492
H (-1.50849, -4.87853, -0.14799)  0.494
H (-3.02882, -4.83158, 1.58395)  0.434
H (-1.58195, -5.11554, 2.58508)  0.470
H (-0.51650, -3.05308, 3.66873)  0.462
H (-2.32651, 1.39010, 3.41592)  0.286
H (-5.49061, 0.14972, 4.13015)  0.327
H (-6.45747, 0.91288, 2.85438)  0.411
H (-6.60316, -0.79514, 3.17730)  0.303
H (-4.61629, 2.38162, 2.71416)  0.471
H (-4.05925, 2.84118, 1.07978)  0.142
H (-5.72452, 2.48188, 1.37778)  0.443
C (0.61445, -5.84515, -6.50505)  -0.635
O (1.39208, -5.51164, -5.34512)  -0.357
P (1.46162, -3.98904, -4.89063)  0.852
O (1.14618, -3.01945, -5.94120)  -0.671
O (2.90271, -3.89184, -4.25157)  -0.221
C (4.02171, -4.11148, -5.11953)  -0.737
O (0.55683, -3.92081, -3.59690)  -0.106
C (-0.51055, -2.96372, -3.53886)  -0.598
H (1.18700, -5.63628, -7.40701)  0.268
H (0.39616, -6.90859, -6.45314)  0.237
H (-0.31932, -5.28599, -6.53256)  0.308
H (3.91400, -3.54044, -6.04236)  0.339
H (4.11408, -5.17320, -5.34788)  0.285
H (4.91124, -3.77822, -4.59322)  0.241
H (-1.36092, -3.31459, -4.12265)  0.376
H (-0.18778, -1.99044, -3.90363)  0.309
H (-0.80752, -2.86788, -2.49874)  0.110
C (8.56242, 1.84010, 1.18874)  -0.643
O (7.40207, 0.99487, 1.18558)  -0.292
P (7.56634, -0.51810, 0.72294)  0.896
O (8.74327, -0.78449, -0.10598)  -0.719
O (6.16265, -0.82919, 0.06810)  -0.114
C (5.80080, -0.08330, -1.10117)  -0.729
O (7.46224, -1.34514, 2.06608)  -0.246
C (8.51424, -2.26057, 2.40793)  -0.688
H (8.75800, 2.20407, 0.18162)  0.267
H (8.34753, 2.68162, 1.84213)  0.234
H (9.43931, 1.31095, 1.55812)  0.311
H (6.62175, -0.06618, -1.81878)  0.360
H (5.52740, 0.93493, -0.82461)  0.300
H (4.94316, -0.57730, -1.54885)  0.212
H (9.37208, -1.71624, 2.80026)  0.289
H (8.81682, -2.85087, 1.54588)  0.335
H (8.12532, -2.92161, 3.17770)  0.230
C (-2.28849, 9.08852, 3.37141)  -0.641
O (-3.30607, 8.13445, 3.02856)  -0.348
P (-2.86056, 6.66683, 2.61285)  1.032
O (-1.47741, 6.54746, 2.14866)  -0.676
O (-3.97792, 6.24423, 1.57836)  -0.227
C (-4.06548, 6.99979, 0.36202)  -0.743
O (-3.25084, 5.77202, 3.85803)  -0.297
C (-2.24604, 4.94944, 4.47130)  -0.636
H (-1.85793, 9.51147, 2.46559)  0.264
H (-2.76578, 9.87664, 3.94763)  0.239
H (-1.49994, 8.63233, 3.96745)  0.307
H (-3.07972, 7.12631, -0.08657)  0.360
H (-4.51244, 7.97375, 0.56002)  0.287
H (-4.70125, 6.44404, -0.32084)  0.244
H (-1.59715, 5.55538, 5.10133)  0.312
H (-1.64811, 4.43503, 3.72083)  0.303
H (-2.76201, 4.21722, 5.08762)  0.224
C (-2.00767, -0.16566, -5.28405)  -0.502
O (-1.65321, 1.22104, -5.18442)  -0.306
P (-2.72107, 2.23713, -4.58262)  1.037
O (-4.11019, 1.77868, -4.65175)  -0.689
O (-2.38671, 3.57148, -5.36354)  -0.351
C (-2.57391, 3.56176, -6.78272)  -0.679
O (-2.17208, 2.58037, -3.14601)  -0.352
C (-3.02530, 2.39450, -1.99651)  -0.665
H (-2.61576, -0.33001, -6.17207)  0.289
H (-1.08183, -0.72997, -5.37112)  0.141
H (-2.55574, -0.50067, -4.40420)  0.298
H (-3.54240, 3.13289, -7.04311)  0.327
H (-1.77581, 2.99379, -7.26110)  0.274
H (-2.53524, 4.59249, -7.12310)  0.245
H (-3.08004, 1.34815, -1.73475)  0.374
H (-4.02487, 2.78113, -2.18876)  0.344
H (-2.57700, 2.94857, -1.17474)  0.259

Atoms 1-2, force components in eV/Å:
-0.14 0.08 0.04
0.08 -0.33 0.01

## Properties
Frontier orbital gap ... 8.467 eV
Multiplicity ... 1
HOMO energy ... -9.844 eV
SMILES ... CCCCCCCCC1=CC(=O)C(O)=C(N(C)C(C)=O)C1=O.COP(=O)(OC)OC.COP(=O)(OC)OC.COP(=O)(OC)OC.COP(=O)(OC)OC
LUMO ... -0.05062 Ha
Relative energy (zero: lowest compared OMol25 entry of this formula, charge and spin) ... 0.0 kcal/mol



A cluster of 2 separate species, C7H9ClN2O2S in total at a distorted geometry. Source: OMol25; level of theory: ωB97M-V with the def2-TZVPD basis set.

Last column: Mulliken charge in e.
Cartesian coordinates (Å):
C (1.48397, -0.02329, -1.91520)  -0.876
C (1.92572, -0.51122, -0.65576)  -0.846
C (-0.70198, -0.85213, -1.44525)  -0.958
C (0.18807, -0.24135, -2.30190)  0.612
C (1.04876, -1.12631, 0.22579)  0.754
C (-0.30102, -1.20589, -0.08230)  0.390
C (-0.91747, 1.55737, 1.93393)  0.489
N (-1.68143, 1.42538, 0.86479)  -0.406
N (-0.78816, 0.65478, 2.77942)  -0.525
O (-0.14320, 0.26724, -3.58280)  -0.533
O (1.58609, -1.49117, 1.44207)  -0.493
S (-1.56553, -1.78684, 0.92240)  -0.148
Cl (0.01113, 3.06788, 1.91485)  -0.227
H (2.19492, 0.46096, -2.44117)  0.543
H (2.90433, -0.48341, -0.33494)  0.403
H (-1.71467, -0.95901, -1.75083)  0.356
H (-1.38506, 1.84549, -0.08587)  0.243
H (-2.31761, 0.70575, 0.96978)  0.278
H (-0.28246, 0.71243, 3.60310)  0.181
H (-0.97696, -1.29658, 1.97757)  0.196
H (-1.03252, 0.52124, -3.41452)  0.296
H (2.46507, -1.24133, 1.37686)  0.268

Atoms 1-2, force components in eV/Å:
-0.01 -1.06 1.70
-2.51 -1.51 1.35

## Properties
Frontier orbital gap (alpha / beta) ... 5.542 / 5.996 eV
Multiplicity ... 3
⟨S²⟩ ... 2.02
HOMO energy (alpha / beta) ... -4.943 / -8.539 eV
LUMO (alpha / beta) ... 0.02202 / -0.09344 Ha
Relative energy (zero: lowest compared OMol25 entry of this formula, charge and spin) ... 0.0 kcal/mol



The molecule C10H18O2Si2 at a distorted geometry. Source: OMol25; level of theory: ωB97M-V with the def2-TZVPD basis set.

Last column: Mulliken charge in e.
Cartesian coordinates (Å):
O (1.90542, 2.28085, 3.07205)  -0.591
O (0.93871, -3.84786, -1.69317)  -0.637
C (-1.20092, 0.47720, 0.76653)  -0.868
C (1.17032, -0.08865, 1.04188)  -1.053
C (-1.26280, -0.55067, -0.18786)  -0.469
C (1.04669, -1.17094, 0.18061)  -0.344
C (0.06245, 0.72859, 1.31495)  0.680
C (-0.20227, -1.43531, -0.40434)  0.863
C (-0.79868, 2.90944, 3.04003)  -1.263
C (1.04171, 3.54683, 0.53614)  -1.019
C (-1.94940, -3.35257, -2.00515)  -1.106
C (0.39722, -1.73704, -3.52963)  -1.151
Si (0.67291, 2.36648, 2.00321)  0.515
Si (-0.20411, -2.53954, -1.89353)  0.609
H (1.63150, 2.38017, 3.97711)  0.308
H (1.83471, -3.79844, -1.22018)  0.301
H (-1.99861, 1.13478, 0.98711)  0.421
H (2.11744, 0.05955, 1.58473)  0.339
H (-2.07875, -0.73135, -0.79541)  0.354
H (1.95991, -1.73788, -0.09476)  0.105
H (-1.44366, 3.69823, 2.65294)  0.335
H (-0.39996, 3.41689, 3.88503)  0.447
H (-1.46999, 2.02538, 3.22126)  0.286
H (0.37268, 3.54027, -0.34350)  0.328
H (2.05339, 3.39434, 0.19871)  0.331
H (1.06166, 4.47807, 1.09597)  0.281
H (-2.18153, -4.01242, -2.80425)  0.380
H (-1.82615, -3.98942, -1.07510)  0.222
H (-2.78343, -2.69091, -1.89921)  0.365
H (1.30734, -2.24270, -4.00208)  0.284
H (0.66292, -0.72266, -3.41162)  0.390
H (-0.43670, -1.78867, -4.19851)  0.357

Atoms 1-2, force components in eV/Å:
0.94 -0.16 -0.50
0.62 0.95 1.07

## Properties
Frontier orbital gap ... 9.746 eV
Multiplicity ... 1
HOMO energy ... -9.162 eV
SMILES ... C[Si](C)(O)c1ccc([Si](C)(C)O)cc1
LUMO ... 0.02148 Ha
Relative energy (zero: lowest compared OMol25 entry of this formula, charge and spin) ... 20.2 kcal/mol



A structure of composition C4H7LiO at a distorted geometry. Source: OMol25; level of theory: ωB97M-V with the def2-TZVPD basis set.

Last column: Mulliken charge in e.
Cartesian coordinates (Å):
C (0.90448, -0.95923, 0.55535)  -0.819
C (-0.05585, 0.53256, 0.13212)  -0.177
C (-0.55644, 0.12196, -1.20360)  0.109
O (-0.60000, 1.08390, -2.09233)  -0.707
Li (-0.52356, 2.88882, -1.44051)  0.932
H (1.70221, -1.07468, -0.18166)  0.455
H (0.36680, 1.53692, 0.20252)  0.210
H (1.56162, -1.37921, 1.32738)  0.319
H (0.20851, -1.12116, -0.98065)  0.297
C (-0.26589, -0.36188, 1.31244)  -0.512
H (-1.17523, -0.97717, 1.25780)  0.236
H (-0.02734, 0.10945, 2.27092)  0.327
H (-1.53932, -0.40027, -1.15978)  0.329

Atoms 1-2, force components in eV/Å:
1.12 -0.33 -0.37
1.19 -0.52 1.61

## Properties
Frontier orbital gap (alpha / beta) ... 8.465 / 7.095 eV
Multiplicity ... 2
Charge ... +1
⟨S²⟩ ... 0.76
HOMO energy (alpha / beta) ... -12.923 / -13.268 eV
LUMO (alpha / beta) ... -0.16384 / -0.22685 Ha
Relative energy (zero: lowest compared OMol25 entry of this formula, charge and spin) ... 128.3 kcal/mol



The molecule C6H10N2O at a distorted geometry. Source: OMol25; level of theory: ωB97M-V with the def2-TZVPD basis set.

Last column: Mulliken charge in e.
Cartesian coordinates (Å):
C (-2.21235, 1.82342, -1.47662)  0.230
C (-1.53667, 0.71293, -1.03733)  -0.385
C (-0.54223, -1.49892, 0.48464)  -1.550
C (1.40409, -0.35967, -0.92151)  -1.867
C (1.13149, 0.09951, 1.55000)  -1.495
C (0.38663, -0.32664, 0.25132)  1.634
N (-2.71679, 2.82691, -1.64804)  -0.398
N (-0.39250, 0.89696, 0.00752)  0.439
O (0.06232, 2.02413, 0.30329)  -0.563
H (-2.08273, -0.21634, -1.13630)  0.336
H (-1.53050, -1.08411, 0.81138)  0.438
H (-0.57392, -2.09827, -0.56197)  0.270
H (-0.36032, -2.23222, 1.32521)  0.346
H (2.15586, -1.02120, -0.68387)  0.486
H (1.81370, 0.57150, -1.23550)  0.403
H (0.93191, -0.75792, -1.70982)  0.530
H (0.63659, -0.14063, 2.53110)  0.359
H (2.01261, -0.44104, 1.62373)  0.441
H (1.41283, 1.22159, 1.52276)  0.345

Atoms 1-2, force components in eV/Å:
1.03 -0.33 0.96
3.37 -0.31 3.43

## Properties
Frontier orbital gap (alpha / beta) ... 8.780 / 8.007 eV
Multiplicity ... 1
HOMO energy (alpha / beta) ... -9.159 / -9.032 eV
SMILES ... CC(C)(C)/[N+]([O-])=C/C#N
LUMO (alpha / beta) ... -0.01392 / -0.03765 Ha
Relative energy (zero: lowest compared OMol25 entry of this formula, charge and spin) ... 119.8 kcal/mol



A cluster of 2 separate species, C4H14N2OS in total at a distorted geometry. Source: OMol25; level of theory: ωB97M-V with the def2-TZVPD basis set.

Last column: Mulliken charge in e.
Cartesian coordinates (Å):
C (-0.27872, -1.96275, 0.61338)  -1.429
C (-0.14998, -0.45721, 0.74796)  0.343
C (-1.38876, 0.19850, 0.08417)  -0.750
S (-1.28929, 1.88551, -0.63828)  -0.251
N (1.08998, -0.05189, 0.11724)  -0.294
C (1.98400, 0.79787, 0.89393)  -0.856
N (1.68468, 2.22822, 0.93116)  -0.499
H (-1.10036, -2.46878, 1.12096)  0.345
H (-0.34462, -2.24505, -0.43770)  0.127
H (0.66844, -2.44028, 0.86041)  0.390
H (-0.21175, -0.16123, 1.79506)  0.475
H (-1.68405, -0.40481, -0.75697)  0.330
H (-2.20903, 0.30443, 0.79324)  0.398
H (-2.60742, 1.97837, -0.85747)  0.111
H (1.01435, 0.22812, -0.84950)  0.318
H (1.88180, 0.46051, 1.92291)  0.457
H (2.97849, 0.69558, 0.47721)  0.306
H (1.41976, 2.61334, 0.03930)  0.238
H (1.04778, 2.47540, 1.67304)  0.260
H (-0.78032, -0.75256, -3.48761)  0.256
H (-0.90446, -1.93841, -2.48855)  0.277
O (-0.82053, -0.98287, -2.55392)  -0.552

Atoms 1-2, force components in eV/Å:
0.39 -0.90 -0.42
-0.90 0.78 -1.04

## Properties
Frontier orbital gap ... 8.773 eV
Multiplicity ... 1
HOMO energy ... -8.269 eV
SMILES ... C[C@H](CS)NCN.O
LUMO ... 0.01855 Ha
Relative energy (zero: lowest compared OMol25 entry of this formula, charge and spin) ... 16.3 kcal/mol